{"formula": "C6H13Cl", "method": "ωB97M-V/def2-TZVPD", "multiplicity": 1, "homo_ev": [-7.30, -7.92], "relative_energy_kcal_mol": 80.2, "gap_ev": [7.4, 8.7], "elements": ["C", "C", "C", "C", "C", "C", "Cl", "H", "H", "H", "H", "H", "H", "H", "H", "H", "H", "H", "H", "H"], "xyz": [[1.4042, 1.9235, 0.5873], [1.9856, 0.0446, -0.9486], [-2.2425, -0.3758, 1.3346], [-1.7107, -1.1980, -1.1259], [1.6607, 0.4613, 0.3918], [-1.5957, -0.2323, 0.0003], [-1.7137, 1.3674, -0.5834], [0.3706, 2.2590, 0.5913], [1.7604, 2.4034, -0.2206], [1.8917, 2.4853, 1.5105], [2.0368, 0.8609, -1.5776], [1.2459, -0.7856, -1.2246], [3.0869, -0.3967, -0.9220], [-3.3373, -0.0791, 1.4340], [-1.9916, -1.2191, 1.8909], [-1.8847, 0.3245, 2.0962], [-1.6114, -2.1612, -0.8716], [-0.7904, -1.1230, -1.7094], [-2.5813, -1.0748, -1.6700], [1.2024, -0.3312, 0.9286]]}

{"formula": "C5H13NO3", "method": "ωB97M-V/def2-TZVPD", "multiplicity": 1, "smiles": "CC(=O)N(C)CCO.O", "homo_ev": -9.57, "relative_energy_kcal_mol": 46.6, "gap_ev": 10.1, "elements": ["C", "C", "N", "C", "C", "C", "O", "O", "H", "H", "H", "H", "H", "H", "H", "H", "H", "H", "H", "H", "H", "O"], "xyz": [[0.1170, 0.3835, 2.2852], [-0.3956, 0.7197, 0.9248], [0.3727, 0.2785, -0.1258], [1.6726, -0.3159, -0.0169], [-0.0112, 1.0788, -1.3962], [0.2278, 0.2091, -2.6143], [-0.9640, -0.3428, -3.0605], [-1.3485, 1.4956, 0.7832], [-0.3713, 1.1157, 2.9682], [1.1992, 0.6434, 2.1837], [-0.1512, -0.6194, 2.6043], [2.4525, 0.2213, 0.4998], [1.4963, -1.2066, 0.6220], [2.0460, -0.7011, -0.9412], [-1.1386, 1.2302, -1.3164], [0.5090, 2.0225, -1.3079], [0.7858, 0.6191, -3.3981], [0.9197, -0.6373, -2.3598], [-1.3622, -0.9255, -2.3384], [-2.4019, -1.0387, 2.0704], [-1.4110, -2.2659, 1.8111], [-2.2432, -1.9640, 2.1228]]}

{"formula": "C4H7NO", "method": "ωB97M-V/def2-TZVPD", "multiplicity": 1, "homo_ev": -8.92, "relative_energy_kcal_mol": 65.0, "gap_ev": 9.9, "elements": ["C", "N", "C", "C", "C", "O", "H", "H", "H", "H", "H", "H", "H"], "xyz": [[2.0975, 0.1543, 0.3260], [1.2746, -0.2013, -0.8161], [0.0754, 0.1222, -0.6769], [-1.1266, -0.7690, -0.5378], [-1.7581, 0.4573, 0.1234], [-0.4968, 1.1705, 0.0263], [1.9624, 1.1655, 0.7216], [3.1458, -0.0687, 0.1373], [1.7463, -0.5491, 1.1002], [-0.7546, -1.4698, 0.2202], [-1.5785, -1.3220, -1.3553], [-2.5483, 0.9547, -0.4429], [-2.0392, 0.3554, 1.1739]]}

{"formula": "C5H9O3", "method": "ωB97M-V/def2-TZVPD", "multiplicity": 1, "total_charge": -1, "homo_ev": -4.18, "relative_energy_kcal_mol": 38.7, "gap_ev": 8.0, "elements": ["O", "C", "O", "C", "C", "C", "C", "H", "H", "H", "H", "H", "H", "H", "H", "H", "O"], "xyz": [[-0.4267, 1.8644, -0.8429], [0.5352, 1.0533, -0.5278], [1.5088, 1.3378, 0.1975], [0.3087, -0.2353, -1.2001], [0.2778, -1.5914, -0.3523], [-1.1372, -1.8776, 0.0390], [-1.8679, -1.6683, 1.1682], [1.2100, -0.3161, -1.8948], [-0.6096, -0.1610, -1.8912], [1.0263, -1.4289, 0.5557], [0.7223, -2.4050, -0.9242], [-1.5371, -2.5911, -0.6403], [-1.4595, -0.9562, 1.8894], [-2.8431, -1.7884, 1.5482], [0.9160, 4.1590, 0.9374], [1.7082, 2.9229, 0.6962], [1.6680, 3.6819, 1.2420]]}

{"formula": "C9H23BrClFN3O7PS", "method": "ωB97M-V/def2-TZVPD", "multiplicity": 1, "homo_ev": -9.13, "gap_ev": 6.2, "elements": ["O", "C", "O", "S", "O", "O", "F", "N", "Br", "P", "O", "Cl", "H", "C", "C", "C", "O", "C", "N", "H", "H", "H", "H", "H", "H", "H", "H", "H", "H", "H", "C", "C", "C", "O", "C", "N", "H", "H", "H", "H", "H", "H", "H", "H", "H", "H", "H"], "xyz": [[-2.8102, 1.1705, 1.1139], [-3.6039, 0.0652, 1.0645], [-3.2060, -1.0751, 1.9043], [-4.0702, -1.1080, 3.3864], [-3.2558, -1.9879, 4.4127], [-5.4836, -1.7532, 3.2661], [-4.3183, 0.4769, 4.0612], [-4.7721, 0.1201, 0.1062], [-5.9587, 1.5219, 0.4724], [-5.6290, -1.4364, -0.0412], [-7.3408, -1.0029, -0.2224], [-5.1590, -2.4423, -1.8591], [-7.7003, -0.9575, 0.7235], [1.6519, 2.9952, 0.1696], [0.1688, 2.7562, -0.1061], [-0.1004, 1.8178, -1.3053], [0.1036, 2.4194, -2.5875], [1.4644, 2.5063, -2.9817], [-0.5000, 4.0544, -0.2770], [2.1009, 3.7168, -0.5198], [1.7907, 3.4024, 1.1777], [2.2197, 2.0631, 0.1067], [-0.2475, 2.2724, 0.7860], [-1.1600, 1.5348, -1.2789], [0.4696, 0.8833, -1.2219], [2.0498, 1.6471, -2.6424], [1.8984, 3.4368, -2.6135], [1.5007, 2.5413, -4.0747], [-1.5058, 3.8969, -0.3449], [-0.2470, 4.4077, -1.2048], [4.5848, -2.5117, 0.4555], [3.6431, -2.8520, -0.6978], [2.5987, -1.7515, -0.9969], [1.5218, -1.6838, -0.0571], [1.8467, -1.0230, 1.1565], [2.9998, -4.1451, -0.4228], [4.1234, -2.6567, 1.4372], [5.4679, -3.1604, 0.4296], [4.9307, -1.4767, 0.3897], [4.2647, -2.9636, -1.5947], [2.1321, -1.9849, -1.9619], [3.0717, -0.7679, -1.1140], [2.5376, -0.1894, 1.0022], [2.2599, -1.7382, 1.8689], [0.9212, -0.6314, 1.5892], [2.4628, -4.4237, -1.2446], [2.2832, -3.9833, 0.2912]]}

{"formula": "C6H14N2", "method": "ωB97M-V/def2-TZVPD", "multiplicity": 1, "smiles": "C=CCCCNCN", "homo_ev": -8.11, "relative_energy_kcal_mol": 46.5, "gap_ev": 9.2, "elements": ["C", "N", "C", "N", "C", "C", "C", "C", "H", "H", "H", "H", "H", "H", "H", "H", "H", "H", "H", "H", "H", "H"], "xyz": [[0.9835, 0.4172, 1.2968], [1.2461, 0.3742, -0.1322], [2.0417, -0.5864, -0.8282], [1.6378, -1.9547, -0.6406], [-0.5243, 0.3899, 1.6896], [-1.5262, -0.0622, 0.6297], [-1.8697, 1.0075, -0.3917], [-2.4039, 0.7249, -1.5726], [1.2998, 1.4320, 1.6328], [1.5636, -0.2872, 1.8849], [0.5740, 1.0075, -0.5360], [3.0528, -0.4699, -0.4162], [2.2001, -0.2544, -1.8673], [0.6707, -2.1670, -0.7807], [2.2321, -2.5429, -1.1984], [-0.6170, -0.2273, 2.5951], [-0.8736, 1.3384, 2.1013], [-1.1447, -0.9155, 0.0591], [-2.4147, -0.2679, 1.2461], [-1.7607, 2.0078, 0.0248], [-2.6525, -0.3053, -1.7984], [-2.6509, 1.4852, -2.2974]]}

{"formula": "C6H14N2O", "method": "ωB97M-V/def2-TZVPD", "multiplicity": 1, "smiles": "CC(=O)C[C@@](C)(N)CN", "homo_ev": -8.42, "relative_energy_kcal_mol": 46.2, "gap_ev": 9.3, "elements": ["C", "C", "C", "C", "C", "C", "N", "N", "O", "H", "H", "H", "H", "H", "H", "H", "H", "H", "H", "H", "H", "H", "H"], "xyz": [[-0.3078, 0.0135, -0.4901], [0.3207, -0.5604, 0.7311], [0.1721, -1.3011, -1.6229], [-1.8175, 0.1638, -0.4505], [0.2708, 1.6946, 2.3935], [-0.1887, 0.2707, 2.1569], [0.3514, 1.1961, -0.9519], [1.6183, -1.3491, -1.8082], [-0.8636, -0.2963, 3.0078], [-0.0745, 1.5618, -1.7994], [1.3229, 0.9720, -1.1917], [1.8535, -1.8148, -2.6841], [2.0485, -1.9020, -1.0682], [1.4092, -0.4961, 0.7531], [-0.0214, -1.5741, 0.9436], [-0.2439, -2.2801, -1.3664], [-0.2890, -0.9982, -2.5682], [-2.2961, -0.2211, -1.3563], [-2.1466, 1.1967, -0.3149], [-2.2959, -0.3926, 0.3628], [0.3641, 1.8960, 3.4652], [1.2489, 1.8295, 1.9262], [-0.4354, 2.3912, 1.9328]]}

{"formula": "C13H23BN6OOsSi", "method": "ωB97M-V/def2-TZVPD", "s2": 6.1209, "multiplicity": 5, "total_charge": 4, "homo_ev": [-21.72, -21.68], "relative_energy_kcal_mol": 0.0, "gap_ev": [4.5, 3.8], "elements": ["C", "N", "N", "C", "C", "B", "N", "N", "C", "C", "C", "Os", "N", "N", "C", "C", "C", "H", "H", "H", "H", "H", "H", "H", "H", "H", "H", "H", "C", "H", "H", "H", "C", "Si", "C", "C", "O", "H", "H", "H", "H", "H", "H", "H", "H", "H"], "xyz": [[2.6516, -0.3467, -0.1998], [1.4273, -0.3598, -0.7842], [1.6191, -0.1612, -2.1386], [2.9303, -0.0377, -2.3969], [3.6301, -0.1522, -1.1982], [0.4356, 0.0571, -3.1011], [-0.5179, -1.1323, -2.8284], [-0.9741, -1.4870, -1.5462], [-1.7974, -2.5675, -1.6904], [-1.9124, -2.8554, -3.0569], [-1.0950, -1.9400, -3.7239], [-0.5605, -0.4945, 0.1023], [-0.2803, 1.3336, -2.6239], [-0.7370, 1.3944, -1.3208], [-1.2553, 2.6185, -1.1526], [-1.1593, 3.3396, -2.3588], [-0.5386, 2.4929, -3.2484], [-1.6601, 2.9212, -0.2019], [-0.2542, 2.6136, -4.2825], [-1.5031, 4.3426, -2.5399], [0.7908, 0.1164, -4.2420], [-0.8576, -1.7808, -4.7587], [3.2482, 0.1194, -3.4193], [-2.5131, -3.6175, -3.4907], [4.6922, -0.0948, -1.0682], [-2.2378, -3.0255, -0.8155], [2.7615, -0.4316, 0.8691], [-2.3396, -0.1251, 0.6201], [-2.1200, -1.1294, 1.1408], [-2.8963, -1.8163, 0.7836], [-1.0114, -1.7946, 0.9331], [-2.2063, -0.9533, 2.2188], [2.0332, 1.1282, 3.7295], [0.4224, 0.3069, 3.1841], [0.3416, -1.4139, 3.9403], [-1.0403, 1.3583, 3.7184], [0.4160, 0.2341, 1.5560], [2.0407, 1.1996, 4.8278], [2.1225, 2.1456, 3.3204], [2.9176, 0.5518, 3.4199], [0.5419, -1.3398, 5.0188], [-0.6481, -1.8689, 3.8047], [1.0948, -2.0826, 3.4996], [-1.0030, 2.3437, 3.2309], [-1.9974, 0.8845, 3.4626], [-1.0013, 1.5068, 4.8069]]}

Number 1: electronic energy -696.41919 Eh. Number 2: electronic energy -478.74118 Eh. Number 3: electronic energy -286.52799 Eh. Number 4: electronic energy -421.64550 Eh. Number 5: electronic energy -4921.05114 Eh. Number 6: electronic energy -346.45311 Eh. Number 7: electronic energy -421.72661 Eh. Number 8: electronic energy -1316.11726 Eh.